{
  "formula": "CH3BrO2",
  "method": "ωB97M-V/def2-TZVPD",
  "elements": ["C", "O", "O", "Br", "H", "H", "H"],
  "positions_angstrom": [[0.8006, 0.1207, -0.0395], [-0.1615, -0.8115, -0.3242], [-1.3100, -0.9034, 0.3729], [-2.8216, 0.5525, 0.0429], [1.6769, -0.2990, -0.6159], [1.0888, 0.2915, 1.0192], [0.7268, 1.0491, -0.4553]],
  "forces_ev_per_angstrom": [[3.2, -1.4, 1.6], [-1.5, -1.2, -1.5], [-0.9, 1.7, 0.7], [1.7, -1.3, 0.0], [-0.7, 0.2, 0.9], [-0.4, -0.7, -0.4], [-1.4, 2.7, -1.4]],
  "energy_ha": -2764.20253,
  "smiles": "COOBr",
  "max_force_ev_per_a": 3.79,
  "homo_energy_ha": [-0.380, -0.380],
  "mol_weight_g_mol": 126.94
}